Entry 1:
Density functional theory data (ωB97M-V/def2-TZVPD) for a structure of composition C28H36NS4SiW.

The geometry in ORCA input format:
```
! wB97M-V def2-TZVPD RIJCOSX def2/J DEFGRID3
* xyz 1 3
H 0.608 2.390 3.018
H 0.936 -4.599 0.522
C 1.227 -2.517 1.020
C -0.576 -3.868 -2.866
C 0.459 -1.756 -3.252
S -1.733 -1.772 -1.552
H -1.857 -0.801 2.782
H 1.324 -2.935 3.184
C 0.081 1.571 2.516
C 0.335 -4.455 -3.728
S 0.472 -0.026 -2.945
H 2.853 -3.416 -0.072
C 2.761 3.830 -1.086
H -0.895 -2.262 3.041
C 1.114 -0.147 3.887
H 1.850 -0.934 4.025
H -6.269 4.717 -0.512
H 1.443 0.699 4.499
C -3.927 1.675 0.055
H 2.091 -1.713 -4.654
C 0.971 0.330 2.429
H 3.558 4.561 -1.099
H 2.006 -4.152 -5.048
W -0.902 0.372 -0.832
H -5.498 0.909 1.298
H 2.892 0.177 -2.782
H -0.300 -3.981 1.602
C -0.935 3.598 -0.370
H 2.156 -0.477 -1.301
C -5.177 1.726 0.667
H -6.973 2.850 0.942
H -1.083 4.666 -0.529
H 2.454 -3.836 2.190
H 2.774 -2.153 2.554
C -0.522 -2.498 -2.611
C -1.316 -1.603 2.280
H 3.010 -1.679 0.060
H 3.048 -0.081 1.838
C 0.494 3.236 -0.659
C -6.003 2.820 0.464
Si 0.106 -0.942 1.261
H 2.801 1.468 2.626
C 2.282 -2.483 -0.083
S -1.974 2.647 -1.523
C 1.979 -2.858 2.317
C 2.979 2.551 -1.565
H 0.286 -5.519 -3.906
C -4.371 3.835 -0.971
H 2.313 1.250 0.956
H -0.839 1.376 3.074
C 1.945 1.637 -1.521
H -4.054 4.634 -1.628
H -0.234 1.949 1.544
C 1.495 4.189 -0.660
H 3.934 2.258 -1.976
C 1.360 -2.325 -4.143
S -2.891 0.266 0.389
H 1.845 -2.403 -1.078
C 0.314 -3.725 0.741
H -0.357 -3.574 -0.102
H -1.328 -4.469 -2.373
H -2.033 -2.180 1.697
H 1.264 5.201 -0.362
C -3.543 2.741 -0.752
C -5.609 3.877 -0.352
C 2.054 0.263 -2.091
H 0.171 -0.492 4.308
N 0.738 1.957 -1.011
H -1.240 3.346 0.647
C 2.353 0.753 1.928
C 1.305 -3.690 -4.369
*
```

LUMO (alpha / beta): -3.81 / -4.00 eV
⟨S²⟩: 2.028
Frontier orbital gap (alpha / beta): 5.928 / 6.789 eV

---

Entry 2:
Density functional theory data (ωB97M-V/def2-TZVPD) for a structure of composition C28H37AsBN6O8PdS.

The geometry in ORCA input format:
```
! wB97M-V def2-TZVPD RIJCOSX def2/J DEFGRID3
* xyz -1 1
H -2.414 1.461 3.453
Pd 0.262 -1.279 0.818
C 0.048 0.708 -2.742
B -2.716 1.617 1.276
O -2.276 3.058 1.044
H -6.676 2.872 0.977
C 4.519 -0.979 -0.541
C 1.343 -3.137 -2.657
C 1.198 -2.363 4.055
C 1.008 2.799 -0.454
C -5.801 3.489 0.815
C -3.502 5.075 0.399
C 0.996 1.472 -0.003
C 0.843 -3.022 -3.949
C 5.544 -1.162 1.681
C -1.398 -2.996 -3.082
H 6.091 -2.085 1.465
C 2.198 0.920 0.484
H -3.210 -0.117 -1.804
H 2.941 -3.990 2.963
H 1.526 -2.980 -4.789
H -1.223 -4.990 0.534
N 2.918 -1.977 2.478
O -1.480 -2.275 0.884
H 0.531 -1.722 4.627
H 2.131 4.590 -0.760
H 0.639 -2.818 3.239
H -4.243 1.219 -1.250
H -2.554 2.690 -1.968
O -2.126 -4.840 0.194
O 0.737 -4.514 0.710
C 3.645 -3.206 2.683
H 5.171 -0.136 -0.782
C -1.919 2.175 -2.684
C -0.912 -3.117 -1.788
O -4.207 1.726 1.383
H -1.284 2.920 -3.175
C -3.390 3.759 0.795
H -4.896 6.636 -0.103
O 2.235 -1.488 3.585
H 0.070 3.239 -0.768
As -2.206 -3.176 -0.336
C 3.329 3.028 0.102
C -4.539 2.968 1.001
H -6.895 5.257 0.260
C -4.787 5.604 0.208
C -5.912 4.829 0.412
H 5.308 -1.124 2.741
H 6.194 -0.315 1.443
O 2.638 -3.197 -0.156
N 4.334 -1.068 0.893
H 1.617 -3.135 4.705
C 0.469 -3.187 -1.586
H -2.300 -0.108 2.634
N -1.079 1.217 -1.998
C 3.100 -1.110 1.445
H 4.239 1.337 1.016
N 2.087 -0.392 1.008
H 0.566 -0.049 -2.156
H -0.951 1.044 2.557
H -0.912 -2.849 -5.168
C 3.336 1.720 0.563
C -1.236 0.959 -0.661
S 1.187 -3.256 0.086
H 4.228 3.626 0.179
C -2.038 0.951 2.559
O -3.707 -2.827 -0.824
N -0.157 0.722 0.090
N -2.447 0.886 -0.127
H 3.561 -0.848 -1.032
H 0.759 1.504 -2.993
C -0.524 -2.948 -4.162
H -0.303 0.244 -3.669
H -2.614 5.678 0.248
H 2.408 -3.180 -2.467
H -2.549 1.704 -3.446
H -4.152 -0.282 -0.323
H -2.471 -2.931 -3.224
H 4.968 -1.906 -0.908
C 2.160 3.563 -0.419
H 4.416 -3.112 3.453
C -3.574 0.417 -0.925
H 4.083 -3.494 1.732
*
```

LUMO: 2.09 eV
Frontier orbital gap: 6.568 eV
ΔE to the lowest compared entry with this formula, charge and spin: 0.0 kcal/mol

---

Entry 3:
Density functional theory data (ωB97M-V/def2-TZVPD) for a structure of composition C28H37B11Br7IrN5OSi2.

The geometry in ORCA input format:
```
! wB97M-V def2-TZVPD RIJCOSX def2/J DEFGRID3
* xyz 1 1
Br -4.431 -2.446 3.676
C -2.534 4.591 -2.015
B -3.487 -4.500 1.313
Br -0.952 -2.963 2.445
C 2.718 4.118 3.284
H 3.680 -0.469 -2.560
H -3.312 -3.990 -2.533
H -3.905 2.831 0.369
C 1.714 6.215 3.903
N 1.083 3.278 5.660
C -4.089 -4.708 -0.253
H 1.920 -2.332 -1.044
C -4.308 2.632 -0.624
H -5.034 3.424 -0.842
N 1.583 4.400 5.477
H -3.998 3.171 -4.244
H 4.596 -0.758 -1.090
H -3.165 1.611 -4.224
H 1.757 7.759 2.407
C 0.673 2.415 4.591
C 1.993 4.888 4.192
B -5.145 -2.280 0.502
H 2.369 1.863 1.265
C -0.012 2.841 3.421
N -1.473 1.842 -1.705
C 2.046 -1.786 -0.108
C 2.975 0.971 1.106
H 3.597 4.050 1.330
Si 2.461 -0.005 -0.394
C 2.013 6.738 2.652
H -1.657 5.357 1.841
C -0.655 4.083 3.240
B -5.153 -3.497 -0.794
C 3.908 -0.057 -1.576
C -3.802 2.278 -3.643
H 4.449 0.882 -1.692
B -2.477 -2.539 -0.504
Br -6.646 -1.105 0.868
H -2.923 5.086 -2.908
H -6.063 -3.754 -1.494
H 2.925 -2.204 0.395
H -6.056 -4.619 1.329
B -3.467 -1.722 0.669
Br 2.963 6.579 -0.029
B -4.136 -2.079 -0.944
H -4.296 -5.717 -0.575
H -0.749 4.764 4.076
C -1.100 3.482 0.968
H 0.977 -0.909 3.887
C -0.504 2.107 -2.523
H -1.588 -5.027 -0.360
C -0.626 2.896 -3.742
H 2.946 1.568 -2.800
H -2.961 5.111 -1.154
B -3.494 -3.647 -1.420
O 0.081 -0.236 1.468
B -5.143 -4.012 0.900
H 0.338 3.704 -5.422
H -1.456 4.757 -2.005
H 2.588 2.864 -4.807
H -3.294 -5.416 2.025
H -1.423 3.745 -0.026
C 1.959 1.901 -3.053
H 1.226 6.826 4.653
H 2.894 0.357 2.004
C 3.040 4.639 2.045
H 3.024 3.112 3.543
C 0.742 0.134 3.730
C 0.242 0.548 2.513
Br -4.460 -0.724 -2.298
C 1.755 2.628 -4.158
B -2.448 -4.262 -0.111
B -4.109 -2.914 1.824
N 0.940 0.905 -1.063
N -0.625 2.264 1.149
B -2.434 -3.093 1.201
H 1.407 0.765 5.681
C -1.178 4.405 2.017
H 4.016 1.284 0.999
Br -3.002 0.145 1.196
H 1.183 -1.958 0.529
C 0.443 3.126 -4.514
C 2.638 5.930 1.721
Si -3.079 2.782 -1.996
C 0.955 1.078 4.747
C -0.117 1.916 2.371
Ir -0.821 0.672 -0.085
H -4.841 1.684 -0.603
Br -1.054 -1.473 -1.426
H -4.754 1.774 -3.491
C 0.854 1.582 -2.167
H -1.587 3.288 -4.031
*
```

LUMO: -5.25 eV
Frontier orbital gap: 5.083 eV